Record 1
Formula: C19H25F6N2ORuS5
Source: OMol25
Level of theory: ωB97M-V with the def2-TZVPD basis set

XYZ file:
```
59
C19H25F6N2ORuS5 | OMol25 | ωB97M-V with the def2-TZVPD basis set
Ru 0.2551 0.3415 -0.2042
C 2.5375 0.6883 -2.9284
C 3.1265 -0.0908 -1.7609
S 3.1099 1.0021 -0.3050
C 3.3400 0.0109 1.2061
C 2.7726 0.8203 2.3670
S 0.9282 0.8715 2.3913
C 0.4551 2.6322 2.6432
C -0.3412 3.2030 1.4747
S 0.7846 3.1026 0.0477
C -0.1364 3.5020 -1.4703
C 0.7089 2.9865 -2.6309
S 0.7675 1.1426 -2.7136
H 2.5651 0.0682 -3.8228
H 3.0834 1.6122 -3.1163
H 4.1486 -0.3870 -1.9970
H 2.5388 -0.9715 -1.5286
H 4.4042 -0.1656 1.3605
H 2.8290 -0.9419 1.0860
H 3.1308 1.8497 2.3669
H 3.0620 0.3414 3.3007
H 1.3681 3.2019 2.8144
H -0.1504 2.6556 3.5470
H -0.5972 4.2447 1.6659
H -1.2462 2.6272 1.2736
H -0.2468 4.5828 -1.5511
H -1.1185 3.0305 -1.4292
H 1.7344 3.3492 -2.5655
H 0.2809 3.3176 -3.5753
N -2.5820 1.1864 -2.5809
C -2.9267 0.7090 -1.3699
N -2.0920 0.4692 -0.3833
C -2.7637 -0.0858 0.7194
C -2.1857 -0.5480 1.8965
C -2.9909 -1.0789 2.8865
C -4.3728 -1.1499 2.7196
C -4.9659 -0.7049 1.5536
C -4.1508 -0.1836 0.5588
S -4.6092 0.3876 -1.0189
H -1.6455 1.0320 -2.9117
H -3.2966 1.2557 -3.2872
H -1.1105 -0.5336 2.0170
H -2.5450 -1.4600 3.7954
H -4.9846 -1.5649 3.5083
H -6.0360 -0.7705 1.4101
C 0.3770 -3.8241 0.9626
C 0.7149 -2.8677 -0.1786
O 1.0176 -1.6008 0.2787
C -0.4550 -2.8245 -1.2037
F -0.3892 -1.6506 -1.9353
F -1.6442 -2.8088 -0.6011
F -0.4466 -3.8189 -2.0752
C 1.9683 -3.4116 -0.9366
F 2.1075 -2.8035 -2.1425
F 1.9391 -4.7195 -1.1354
F 3.0730 -3.1162 -0.2253
H -0.5027 -3.4596 1.4890
H 1.2176 -3.8532 1.6540
H 0.1861 -4.8288 0.5903
```

As for the maximum force: 1.89 eV/Å. For the HOMO energy (alpha / beta), the calculation gives -14.18 / -14.17 eV. Its spin multiplicity is 6. The calculation puts the frontier orbital gap (alpha / beta) at 9.3 / 5.7 eV. The total charge is +2. The value obtained for the energy above the lowest of the compared OMol25 structures with the same formula, charge and spin is 26.63 kJ/mol.

Calculated atomic charges, method Löwdin, unit e: atom 1 (Ru): 1.259, atom 2 (C): -0.445, atom 3 (C): -0.488, atom 4 (S): 0.893, atom 5 (C): -0.478, atom 6 (C): -0.454, atom 7 (S): 0.902, atom 8 (C): -0.464, atom 9 (C): -0.477, atom 10 (S): 0.852, atom 11 (C): -0.480, atom 12 (C): -0.459, atom 13 (S): 0.880, atom 14 (H): 0.098, atom 15 (H): 0.091, atom 16 (H): 0.112, atom 17 (H): 0.027, atom 18 (H): 0.104, atom 19 (H): 0.049, atom 20 (H): 0.086, atom 21 (H): 0.096, atom 22 (H): 0.089, atom 23 (H): 0.096, atom 24 (H): 0.102, atom 25 (H): 0.069, atom 26 (H): 0.102, atom 27 (H): 0.057, atom 28 (H): 0.087, atom 29 (H): 0.096, atom 30 (N): 0.123, atom 31 (C): -0.666, atom 32 (N): -0.021, atom 33 (C): -0.332, atom 34 (C): -0.070, atom 35 (C): -0.051, atom 36 (C): -0.049, atom 37 (C): -0.054, atom 38 (C): -0.453, atom 39 (S): 1.172, atom 40 (H): 0.022, atom 41 (H): 0.119, atom 42 (H): 0.017, atom 43 (H): 0.119, atom 44 (H): 0.122, atom 45 (H): 0.125, atom 46 (C): 0.045, atom 47 (C): -0.425, atom 48 (O): -0.286, atom 49 (C): -0.539, atom 50 (F): 0.035, atom 51 (F): 0.173, atom 52 (F): 0.211, atom 53 (C): -0.552, atom 54 (F): 0.130, atom 55 (F): 0.201, atom 56 (F): 0.161, atom 57 (H): 0.094, atom 58 (H): 0.111, atom 59 (H): 0.114

***

Record 2
Formula: C19H25FFeN4O7
Source: OMol25
Level of theory: ωB97M-V with the def2-TZVPD basis set

XYZ file:
```
57
C19H25FFeN4O7 | OMol25 | ωB97M-V with the def2-TZVPD basis set
Fe 0.8726 1.0868 1.9597
N -0.3474 0.1665 3.2488
C 0.4369 -0.1899 4.4398
C 1.9047 -0.4258 4.0686
O 2.6502 -0.8984 4.9079
O 2.2484 -0.0047 2.8934
H -1.1699 0.7130 3.4755
H -0.6495 -0.6654 2.7528
H 0.0497 -1.0594 4.9705
H 0.4232 0.6573 5.1259
C -3.3400 0.6882 -4.2363
C -2.6643 -0.6218 -3.8763
C -3.6506 -1.7797 -3.8632
C -2.9011 -3.0914 -3.7046
C -1.9359 -3.0247 -2.5482
C -1.4518 -4.1821 -1.9816
C -0.5875 -4.1276 -0.8935
F -0.1401 -5.2888 -0.3830
C -0.2065 -2.9445 -0.3324
C -0.6923 -1.7533 -0.8862
C -0.3210 -0.4812 -0.2595
O 0.4970 -0.4735 0.6850
C -0.9125 0.6798 -0.8254
C -1.6507 0.5727 -1.9651
N -1.9770 -0.5855 -2.5646
C -1.5358 -1.7855 -2.0054
C -0.6573 2.0550 -0.2553
O -0.5640 2.9981 -1.0420
O -0.5716 2.1173 1.0144
H -3.8459 0.5524 -5.1917
H -2.6373 1.5106 -4.3568
H -4.0884 0.9680 -3.4928
H -1.8959 -0.8388 -4.6278
H -4.2206 -1.7741 -4.7925
H -4.3566 -1.6342 -3.0405
H -2.3536 -3.3106 -4.6263
H -3.5931 -3.9197 -3.5475
H -1.7497 -5.1487 -2.3685
H 0.4568 -2.9021 0.5202
H -1.9921 1.4840 -2.4308
N 2.3556 4.2442 4.2742
C 2.2914 3.0340 3.6459
N 3.4386 2.3485 3.4952
O 1.1867 2.6262 3.2503
H 3.2393 4.7106 4.3723
H 1.5398 4.8227 4.1729
H 4.2491 2.6130 4.0263
H 3.3382 1.3702 3.2067
C 3.6484 0.3969 0.1495
C 2.9032 1.5922 -0.3925
O 2.1180 2.1739 0.6626
H 4.2834 -0.0280 -0.6298
H 2.9587 -0.3651 0.5058
H 4.2821 0.6951 0.9847
H 2.2437 1.3121 -1.2195
H 3.5997 2.3519 -0.7557
H 1.4445 2.7635 0.2864
```

As for the maximum force: 0.36 eV/Å. For the HOMO energy (alpha / beta), the calculation gives -7.73 / -7.73 eV. The calculation puts the frontier orbital gap (alpha / beta) at 7.6 / 7.6 eV.

Calculated atomic charges, method Löwdin, unit e: atom 1 (Fe): 0.530, atom 2 (N): 0.004, atom 3 (C): -0.118, atom 4 (C): -0.626, atom 5 (O): 0.042, atom 6 (O): -0.128, atom 7 (H): 0.117, atom 8 (H): 0.107, atom 9 (H): 0.120, atom 10 (H): 0.125, atom 11 (C): -0.047, atom 12 (C): -0.306, atom 13 (C): -0.146, atom 14 (C): -0.130, atom 15 (C): -0.130, atom 16 (C): 0.051, atom 17 (C): -0.258, atom 18 (F): 0.071, atom 19 (C): 0.078, atom 20 (C): -0.037, atom 21 (C): -0.262, atom 22 (O): -0.021, atom 23 (C): -0.021, atom 24 (C): 0.040, atom 25 (N): 0.026, atom 26 (C): -0.069, atom 27 (C): -0.620, atom 28 (O): 0.040, atom 29 (O): -0.061, atom 30 (H): 0.088, atom 31 (H): 0.084, atom 32 (H): 0.099, atom 33 (H): 0.161, atom 34 (H): 0.122, atom 35 (H): 0.136, atom 36 (H): 0.128, atom 37 (H): 0.122, atom 38 (H): 0.134, atom 39 (H): 0.138, atom 40 (H): 0.129, atom 41 (N): 0.167, atom 42 (C): -0.592, atom 43 (N): 0.202, atom 44 (O): -0.008, atom 45 (H): 0.099, atom 46 (H): 0.109, atom 47 (H): 0.113, atom 48 (H): 0.075, atom 49 (C): -0.070, atom 50 (C): -0.242, atom 51 (O): -0.111, atom 52 (H): 0.081, atom 53 (H): 0.058, atom 54 (H): 0.077, atom 55 (H): 0.119, atom 56 (H): 0.118, atom 57 (H): 0.092

***

Among the records above, which one has the highest maximum force?
C19H25F6N2ORuS5

***

The lowest maximum force belongs to which entry?
C19H25FFeN4O7

***

Which of these has the lowest maximum force?
C19H25FFeN4O7

***

What is the formula in the second record?
C19H25FFeN4O7